Below is a molecular structure, C21H23Cl2EuN7O4S in a non-equilibrium geometry, with properties calculated with ωB97M-V with the def2-TZVPD basis set.

Element x y z (Å)
Eu 0.4161 0.1429 -0.5019
N 2.3849 3.0402 -0.9589
C 1.1733 3.4914 -1.1935
N 1.1083 4.6097 -1.9026
C -0.1029 5.0240 -2.1994
N -0.2118 6.1065 -2.9639
N -1.1880 4.4466 -1.8128
C -1.0696 3.2954 -1.1439
N 0.1331 2.7853 -0.7452
C -2.2541 2.4420 -1.0174
C -3.5062 2.8595 -1.3816
C -4.5319 2.0120 -1.3136
C -4.3730 0.7417 -0.7441
C -3.1394 0.4810 -0.1949
N -2.0720 1.2963 -0.3964
H 3.1935 3.6003 -1.1593
H 2.4607 2.3285 -0.2887
H 0.5446 6.5543 -3.4366
H -0.9920 6.0436 -3.6083
H -3.6327 3.7938 -1.8568
H -5.5239 2.2613 -1.7671
H -5.1254 0.0026 -0.7391
H -2.9065 -0.4418 0.3783
Cl 0.2101 1.9002 2.6077
C 0.5899 3.6548 2.8148
Cl -0.7506 4.5537 2.2049
H 1.4644 3.8943 2.1914
H 0.6783 3.8000 3.8751
N 1.3239 -0.8900 -3.8261
C 0.9410 -0.3512 -2.8704
O 0.1592 -2.3774 -0.5868
S 0.7682 -3.4667 -1.4088
C 0.2568 -4.9891 -0.6044
C -1.2356 -5.1299 -0.7867
C -1.5510 -4.3557 -2.1188
C -0.3131 -3.7658 -2.7354
H 0.5511 -4.8538 0.4983
H 0.8007 -5.7458 -1.1406
H -1.6626 -4.6363 0.0630
H -1.5351 -6.1829 -0.7130
H -2.2952 -3.4901 -1.9325
H -2.0727 -5.0323 -2.8171
H -0.4878 -2.7550 -3.1838
H 0.2611 -4.4941 -3.3435
O 0.1635 -0.9062 1.8510
C 1.2684 -1.3302 2.5873
C 1.1628 -2.5360 3.2966
C 2.1206 -3.0482 4.0994
C 3.3454 -2.3881 4.2326
C 3.5396 -1.3560 3.3446
C 2.4940 -0.7687 2.5830
C 2.8114 0.4831 1.9270
O 3.5376 1.3216 2.3965
O 2.2544 0.5593 0.7631
H -0.2874 -1.7254 1.5097
H 0.2358 -3.1252 3.2869
H 1.8768 -3.9519 4.6386
H 4.1241 -2.6312 4.8898
H 4.4667 -0.8008 3.3541

The calculation puts the relative energy (zero: lowest compared OMol25 entry of this formula, charge and spin) at 34.44 kcal/mol. The highest occupied orbital energy (spin up / spin down) is -6.4 / -8.7 eV. As for the LUMO energy (spin up / spin down): -0.585 / -0.584 eV. The spin multiplicity is 8. The calculation puts the energy at -3527.2866 Eh. The HOMO-LUMO gap (spin up / spin down) is 5.78 / 8.14 eV.

***

Below is C21H23ClN2O5S in the gas phase in a non-equilibrium geometry, with properties calculated with ωB97M-V with the def2-TZVPD basis set.

Element x y z (Å)
O -3.8987 -2.4163 -2.7859
C -3.2792 -2.0391 -1.8199
C -2.7889 -3.0314 -0.7582
O -1.7191 -2.4644 -0.0112
C -1.3756 -3.0685 1.1410
O -1.9305 -4.0447 1.5708
C -0.2445 -2.3700 1.8008
C 0.2605 -2.8828 2.9959
C 1.3080 -2.2563 3.6400
C 1.8642 -1.1068 3.0839
Cl 3.1434 -0.2870 3.8540
C 1.3736 -0.5991 1.8867
S 2.1202 0.9213 1.2411
O 3.5094 0.6510 1.0096
O 1.7571 1.9696 2.1446
N 1.3007 1.1293 -0.1877
C 1.7892 0.3591 -1.3129
C 2.3801 1.1737 -2.4667
C 3.2996 2.3036 -2.0012
C 2.5376 3.6040 -1.7477
C 1.6932 3.5807 -0.4772
C 0.6906 2.4261 -0.4054
C 0.3201 -1.2189 1.2537
N -2.9490 -0.7604 -1.5250
C -3.1550 0.4072 -2.2692
C -2.6997 1.6036 -1.7190
C -2.8530 2.7898 -2.4105
C -3.4638 2.7950 -3.6539
C -3.9225 1.6065 -4.1967
C -3.7733 0.4120 -3.5148
H -2.4603 -3.9487 -1.2572
H -3.6171 -3.2960 -0.0890
H -0.1890 -3.7750 3.4050
H 1.7007 -2.6395 4.5677
H 2.5569 -0.3012 -0.9045
H 0.9700 -0.2625 -1.7016
H 1.5741 1.5895 -3.0757
H 2.9358 0.4762 -3.0961
H 3.8232 1.9959 -1.0943
H 4.0481 2.4891 -2.7743
H 3.2535 4.4244 -1.6631
H 1.8968 3.8154 -2.6088
H 2.3433 3.5071 0.3954
H 1.1373 4.5181 -0.4022
H 0.0287 2.5973 0.4477
H 0.0918 2.3694 -1.3174
H -0.0566 -0.8047 0.3341
H -2.4415 -0.6249 -0.6596
H -2.2293 1.5985 -0.7451
H -2.4959 3.7116 -1.9754
H -3.5838 3.7216 -4.1941
H -4.4030 1.6055 -5.1633
H -4.1303 -0.5123 -3.9367

The calculation puts the relative energy (zero: lowest compared OMol25 entry of this formula, charge and spin) at 6.36 kcal/mol. As for the SMILES: O=C(COC(=O)c1ccc(Cl)c(S(=O)(=O)N2CCCCCC2)c1)Nc1ccccc1. The highest occupied orbital energy is -8.9 eV. As for the LUMO energy: -0.287 eV. The calculation puts the energy at -2158.1500 Eh. The HOMO-LUMO gap is 8.62 eV.

***

Below is a molecular structure, C21H23CoN5O2S, with properties calculated with ωB97M-V with the def2-TZVPD basis set.

Element x y z (Å)
Co -0.3142 -0.5925 0.2185
C 2.4203 -4.8147 1.4269
C 2.0570 -3.3241 1.4114
C 2.3205 -2.6952 2.7754
C 0.6359 -3.1282 0.9231
C -0.3052 -2.3715 1.6248
C -1.6219 -2.2183 1.1476
C -2.0402 -2.8427 -0.0288
C -3.4731 -2.7605 -0.4730
C -1.0870 -3.5592 -0.7433
C 0.2168 -3.6894 -0.2840
H 3.4185 -4.9462 1.8442
H 2.4217 -5.2521 0.4288
H 1.7175 -5.3779 2.0455
H 2.7035 -2.8218 0.6830
H 1.6620 -3.1132 3.5419
H 2.1941 -1.6107 2.7588
H 3.3459 -2.9015 3.0794
H -0.0674 -1.9872 2.6087
H -2.3591 -1.7318 1.7773
H -3.8936 -1.7730 -0.2809
H -4.0758 -3.4866 0.0761
H -3.5760 -2.9858 -1.5343
H -1.3715 -4.0350 -1.6749
H 0.9258 -4.2484 -0.8820
N 2.8602 5.5752 -1.5470
C 1.9881 4.9033 -0.8168
C 0.6495 5.3987 -0.6712
C -0.2495 4.6867 0.0576
C 0.1672 3.4872 0.6748
C 1.4868 2.9914 0.5540
C 2.3882 3.6788 -0.1886
S -1.0034 2.4747 1.5463
O -0.3176 1.9911 2.7031
O -2.2249 3.2005 1.6508
N -1.0540 1.2464 0.5180
C -1.6359 1.3231 -0.7254
N -1.5731 0.1169 -1.3372
C -2.1152 0.0007 -2.5406
C -2.7240 1.0749 -3.1588
C -2.6804 2.2807 -2.4771
N -2.1291 2.4281 -1.2734
H 2.6094 6.4472 -1.9875
H 3.8083 5.2472 -1.6560
H 0.3677 6.3270 -1.1528
H -1.2746 5.0085 0.1785
H 1.7562 2.0589 1.0309
H 3.3969 3.3076 -0.3211
H -2.0455 -0.9731 -3.0117
H -3.1821 0.9851 -4.1315
H -3.1027 3.1774 -2.9172
N 2.4821 0.0901 -0.9806
C 1.4970 -0.2666 -0.4897

The highest occupied orbital energy (spin up / spin down) is -11.8 / -11.9 eV. As for the LUMO energy (spin up / spin down): -2.771 / -6.351 eV. The spin multiplicity is 5. The calculation puts the energy at -3018.9960 Eh. As for the charge: +1. The HOMO-LUMO gap (spin up / spin down) is 8.98 / 5.53 eV.

***

> energy of number 1 (C21H23Cl2EuN7O4S)?

-3527.2866 Eh

***

> Which formula does entry 1 have?

C21H23Cl2EuN7O4S

***

> What is the formula in the first record?

C21H23Cl2EuN7O4S

***

> Among the records above, which one has the lowest energy?

C21H23Cl2EuN7O4S